# 1
C6H15NO | ωB97M-V with the def2-TZVPD basis set

Results
**ΔE to the lowest compared entry with this formula, charge and spin**: 172.83 kJ/mol
**SMILES string**: C/C=C/CCCN.O
**Calculated total energy**: -367.5655 Eh
**HOMO energy**: -8.9 eV

Geometry as ORCA input:
```
! RIJCOSX wB97M-V def2-TZVPD def2/J DEFGRID3
* xyz 0 1
C 1.488 -1.411 -0.098
H -0.087 2.082 -3.034
H -2.698 0.841 1.632
O 0.353 1.864 -2.211
C -0.556 0.661 1.648
H 2.292 -1.102 0.568
C -1.878 0.851 0.898
H 2.968 -2.096 -1.495
H 1.395 -2.688 -1.873
C 1.929 -1.822 -1.475
H 1.892 -0.997 -2.213
H -0.633 -1.740 -0.224
H -2.116 -0.031 0.304
C -0.113 -0.804 1.697
H 0.225 1.313 1.250
N -1.979 1.986 -0.003
H -1.438 2.750 0.376
H 0.709 -1.026 2.383
H -1.492 1.730 -0.864
C 0.230 -1.382 0.322
H -0.952 -1.361 2.146
H 1.180 1.387 -2.406
H -0.716 0.992 2.672
*
```

***

# 2
C30H39AsN2O2S5TcTe | ωB97M-V with the def2-TZVPD basis set

Results
**Calculated total energy**: -6001.8933 Eh
**HOMO energy (spin up / spin down)**: -10.2 / -10.2 eV

Geometry as ORCA input:
```
! RIJCOSX wB97M-V def2-TZVPD def2/J DEFGRID3
* xyz 1 1
H 3.243 2.882 2.532
C 4.546 -0.146 -0.487
H 2.370 -3.681 -0.650
S -2.769 -0.995 0.996
C 2.398 1.492 -3.926
H 2.565 -1.260 -3.828
C -4.443 1.964 -0.943
C 1.605 -0.864 -3.516
C -0.905 2.836 -1.425
C 2.327 -0.465 4.625
H 5.541 -0.558 -0.531
H -5.614 1.510 0.811
C 3.729 -2.307 2.686
H 1.790 1.574 -4.823
H 0.713 0.895 -2.740
As -2.388 0.029 3.664
H 4.120 -1.952 3.624
H 4.587 0.130 1.626
H -3.749 -0.062 -1.360
C 0.814 -1.768 0.352
S 1.585 -0.519 2.973
C 2.513 0.516 -1.621
H 3.325 -0.051 4.646
H -2.362 -4.267 1.172
N -1.894 2.040 -0.824
C -4.321 -3.037 -0.877
H 1.645 0.133 5.224
H -0.708 -4.235 0.498
Tc -1.018 0.631 0.369
C -1.765 -4.207 0.264
H 2.306 -1.479 5.009
C 0.426 2.509 -1.209
H -4.541 2.904 0.998
C 4.006 0.237 0.723
C -4.631 1.907 0.575
O 0.248 -0.835 0.987
H 4.214 -0.352 -2.573
C -5.549 2.873 -1.501
C -2.858 3.564 -2.184
C -1.497 3.787 -2.259
C 2.062 -2.306 0.947
H -5.470 3.876 -1.089
H 0.954 -0.823 -4.385
C 1.736 0.542 -2.923
H 1.205 1.617 2.028
H -4.350 -4.046 -1.276
C 3.955 -3.784 0.799
C 2.767 -3.304 0.281
C -3.077 2.500 -1.293
H -4.883 -2.382 -1.535
C 2.557 -1.797 2.153
O 0.352 -2.224 -0.718
S -1.086 -0.958 4.939
C -4.608 0.576 -1.584
H -0.983 4.523 -2.842
C 4.428 -3.292 2.004
H 2.610 2.140 3.984
C 1.982 0.962 -0.391
H 4.508 -4.545 0.273
H -4.686 0.676 -2.665
S -4.306 0.391 4.308
H 5.354 -3.665 2.413
C 2.727 0.778 0.792
H 1.163 -1.548 -2.795
C 3.077 1.926 3.026
N 0.701 1.535 -0.371
H 2.514 2.486 -3.498
H -5.506 0.096 -1.208
C 3.793 -0.023 -1.637
H 3.382 1.128 -4.209
H 1.214 3.042 -1.724
S -1.308 1.624 2.346
H -4.779 -3.017 0.110
Te -2.252 -2.405 -0.778
H -2.020 -5.018 -0.409
H -5.520 2.929 -2.586
H -3.615 4.114 -2.703
H 4.049 1.464 3.179
H -3.893 1.265 1.042
C 2.166 1.110 2.135
H -6.516 2.464 -1.218
*
```

***

# 3
C4H8O | ωB97M-V with the def2-TZVPD basis set

Results
**ΔE to the lowest compared entry with this formula, charge and spin**: 147.85 kJ/mol
**SMILES string**: CC=O.C=C
**Calculated total energy**: -232.3893 Eh
**HOMO energy**: -9.9 eV

Geometry as ORCA input:
```
! RIJCOSX wB97M-V def2-TZVPD def2/J DEFGRID3
* xyz 0 1
H -0.485 0.851 -1.939
H -2.922 -0.619 -0.710
H 1.042 -1.457 1.415
C 1.069 0.658 0.968
H -1.169 -1.236 -0.663
C -1.879 -0.474 -0.968
C -1.446 0.667 -1.484
H 0.347 1.015 1.725
H 2.292 -0.920 0.257
C 1.736 -0.660 1.153
H -2.185 1.424 -1.733
O 1.191 1.324 -0.029
H 2.409 -0.573 2.006
*
```

***

# 4
C42H38Cl4CuF6N7O16S2 | ωB97M-V with the def2-TZVPD basis set

Results
**ΔE to the lowest compared entry with this formula, charge and spin**: 774.50 kJ/mol
**Calculated total energy**: -8086.0001 Eh
**HOMO energy (spin up / spin down)**: -11.1 / -11.1 eV

Geometry as ORCA input:
```
! RIJCOSX wB97M-V def2-TZVPD def2/J DEFGRID3
* xyz 1 2
N 1.310 -0.494 0.138
N 1.810 -3.828 7.303
H 4.557 -7.453 -6.188
H -9.848 -3.150 -6.228
O 1.473 -3.052 0.383
H -9.217 4.875 0.213
C -5.310 -0.932 9.775
N -10.835 4.984 2.434
O 0.453 1.876 -0.071
H 5.080 -5.963 -2.299
C -7.638 2.945 3.167
C 1.302 0.733 -2.357
S 0.573 -2.039 -0.196
C 1.230 -5.641 8.938
H 0.846 -7.355 10.253
H -6.464 -6.481 2.063
H -5.769 -3.642 -4.872
H -9.255 3.667 4.354
C 9.097 4.448 -0.400
C 5.321 10.980 -4.958
H 8.756 6.555 -0.471
C -4.314 -1.696 8.878
F 1.935 1.922 -2.397
O 6.931 12.892 -7.504
C 10.807 6.079 -0.582
H 2.747 -6.089 5.944
C 6.092 8.904 -6.674
F -0.762 -2.995 1.882
C 6.196 -4.681 -5.220
O -0.938 0.136 -0.993
C -9.031 -1.573 -5.186
C -7.025 3.079 1.963
H 6.910 -4.065 -5.746
H 12.124 2.906 -0.203
H 1.979 -8.885 8.951
C 5.142 9.658 -4.585
H 6.724 10.485 -8.003
N -7.685 -4.785 -6.494
F -1.400 -1.014 1.347
C -6.653 -3.031 -4.978
S 0.410 0.543 -0.649
C 10.065 3.437 -0.252
N 6.295 12.699 -6.548
H -5.897 -1.303 -3.836
C -6.731 -1.732 -4.372
H 6.416 8.112 -7.333
H -4.171 -2.665 9.356
O 7.345 2.934 -0.065
H 0.798 -4.939 9.635
C -8.788 4.470 1.118
C 4.931 -6.687 -5.524
C 2.444 -7.611 7.348
N 6.351 -3.485 -3.001
H 9.700 2.441 -0.049
C -7.949 -1.047 -4.505
H -8.203 -4.256 1.691
O -11.393 4.662 3.493
C -9.476 4.392 2.326
C 11.401 3.700 -0.325
O -11.293 5.655 1.512
H -10.005 -1.109 -5.245
C 5.700 -5.671 -6.043
C -8.871 3.619 3.346
H 5.313 7.556 -5.243
Cl -7.494 -6.390 -0.108
O 7.064 -2.554 -3.435
C -7.571 3.829 0.912
C 5.487 8.602 -5.445
C -7.467 -6.411 1.642
H 4.955 11.793 -4.348
C -7.750 -3.499 -5.720
H -5.000 -0.958 10.819
O 0.230 -2.251 -1.589
F 0.505 0.553 -3.363
H 4.105 -7.520 -3.748
H 5.880 -5.665 -7.108
C 5.948 11.325 -6.172
C 1.284 -6.976 9.342
C 5.280 -5.737 -3.336
O 5.836 13.557 -5.816
C 9.464 5.747 -0.581
H -6.044 2.636 1.880
C 1.920 -7.882 8.555
C 11.799 5.046 -0.523
C 1.814 -5.271 7.731
N 7.677 4.123 -0.231
H -7.861 -7.347 2.037
O 1.754 -2.936 8.163
F -1.991 -2.669 0.163
Cl -5.262 0.794 9.251
Cl -4.911 -2.001 7.179
F 2.274 -0.230 -2.452
Cu 4.492 -0.406 2.506
O -8.628 -5.101 -7.229
H -7.180 2.428 3.997
C 4.747 -6.747 -4.143
O 2.157 -3.571 6.117
H -3.365 -1.162 8.910
O -6.658 -5.502 -6.384
H 2.928 -8.340 6.716
C -8.976 -2.770 -5.717
O 6.904 5.071 -0.142
H 11.122 7.112 -0.575
H -8.166 -4.917 3.190
C 6.271 10.254 -7.050
C 5.920 -4.582 -3.869
H 4.815 9.518 -3.565
H -8.122 -0.118 -3.982
C -8.381 -5.221 2.166
C -1.010 -2.153 0.836
H -7.058 3.917 -0.035
H -6.330 -1.316 9.807
O 5.929 -3.409 -1.856
H 12.858 5.243 -0.607
Cl -10.140 -5.627 2.091
C 2.303 -6.306 6.904
*
```

***

# 5
C3H8NO | ωB97M-V with the def2-TZVPD basis set

Results
**ΔE to the lowest compared entry with this formula, charge and spin**: 909.54 kJ/mol
**Calculated total energy**: -248.4895 Eh
**HOMO energy (spin up / spin down)**: -14.4 / -14.1 eV

Geometry as ORCA input:
```
! RIJCOSX wB97M-V def2-TZVPD def2/J DEFGRID3
* xyz 1 1
O 0.715 0.340 0.187
H -1.738 1.701 -1.376
H -1.105 2.850 0.135
C -0.073 1.029 -0.369
H -0.336 2.926 -1.514
H 1.717 -2.160 1.821
H 0.095 -1.703 1.784
C 1.003 -1.768 1.166
H 0.829 -2.378 0.287
N 1.469 -0.467 0.678
H -1.196 -0.964 -1.092
H -0.578 -1.556 -0.953
C -0.804 2.151 -0.754
*
```

***

# 6
C14H37Cl2N3O13V | ωB97M-V with the def2-TZVPD basis set

Results
**ΔE to the lowest compared entry with this formula, charge and spin**: 80.91 kJ/mol
**Calculated total energy**: -3561.8250 Eh
**HOMO energy (spin up / spin down)**: -8.2 / -8.2 eV

Geometry as ORCA input:
```
! RIJCOSX wB97M-V def2-TZVPD def2/J DEFGRID3
* xyz 0 2
Cl -1.001 -2.158 -3.191
H 3.008 -1.309 1.310
H 0.493 0.454 -3.785
C -3.232 -2.386 3.236
H -2.080 2.093 -0.062
C 3.053 -0.340 1.797
H 3.560 2.266 1.965
Cl -1.483 1.569 3.320
O -1.208 2.879 2.711
H -2.426 0.311 -0.041
H -1.849 1.082 -3.307
H 4.003 -1.940 -0.992
C 2.982 -1.884 -1.383
H 2.088 1.828 2.707
H -1.990 -4.092 2.687
H 2.924 1.921 -3.740
H -2.884 -1.856 4.118
H 4.105 -0.198 2.072
O 2.597 -0.504 -1.491
H -3.810 -1.736 2.578
O -2.771 1.169 2.815
O -2.271 -1.642 -2.756
H 2.468 3.177 0.042
H 4.018 -0.029 -3.045
H -4.175 -2.901 -1.019
O -0.773 -1.679 -4.555
C 1.726 4.323 1.717
H 0.046 3.287 0.032
H 1.299 2.824 -2.226
C 2.668 1.541 -2.750
H -1.552 -3.333 0.289
H 2.929 -2.379 -2.349
O 0.041 -1.719 -2.289
H 2.360 -2.349 -0.621
C 0.290 1.449 -3.394
O 2.522 0.711 1.024
H -2.934 -4.204 -1.245
H 3.294 2.000 -1.983
N -0.783 -2.436 2.740
C 1.821 3.017 0.914
C -2.364 -2.998 0.938
O -1.428 1.634 4.738
C -1.070 1.602 -2.745
H -0.558 -2.589 3.719
H -4.567 -4.633 -0.779
H 0.359 2.173 -4.210
H 1.694 5.168 1.032
H -0.770 -1.418 2.690
H 2.538 -0.415 2.758
H 2.380 -0.495 -3.521
H 2.599 4.391 2.372
O -1.051 1.004 -1.438
V 0.933 0.604 -0.517
H -3.929 -3.176 3.528
C -3.798 -3.865 -0.671
H -2.587 -1.942 0.713
C -2.088 -3.029 2.448
H -0.089 2.582 1.432
N 0.476 2.524 0.561
H -1.357 2.658 -2.714
C 2.965 0.025 -2.759
C -2.239 1.187 -0.652
O 0.342 -0.632 0.337
N 1.256 1.812 -2.324
C 2.538 1.965 1.716
O -0.477 0.662 2.836
H 0.887 4.352 2.414
H -3.104 1.407 -1.278
O -3.528 -3.790 0.732
O -1.040 -3.597 -3.207
*
```

***

# 7
CH5OS | ωB97M-V with the def2-TZVPD basis set

Results
**ΔE to the lowest compared entry with this formula, charge and spin**: 122.58 kJ/mol
**Calculated total energy**: -514.4249 Eh
**HOMO energy (spin up / spin down)**: -9.8 / -9.7 eV

Geometry as ORCA input:
```
! RIJCOSX wB97M-V def2-TZVPD def2/J DEFGRID3
* xyz 0 2
C 1.260 -0.006 -0.167
H 2.195 -0.497 -0.639
H -3.059 -0.415 1.333
H 0.869 -0.447 0.804
O 0.239 0.170 -1.081
H -0.583 0.094 -0.554
H 1.557 1.041 0.204
S -2.478 0.060 0.099
*
```

***

# 8
C3H8N3 | ωB97M-V with the def2-TZVPD basis set

Results
**ΔE to the lowest compared entry with this formula, charge and spin**: 574.74 kJ/mol
**Calculated total energy**: -282.9449 Eh
**HOMO energy**: -12.0 eV

Geometry as ORCA input:
```
! RIJCOSX wB97M-V def2-TZVPD def2/J DEFGRID3
* xyz 1 1
H 3.029 -2.887 1.870
N -0.936 0.756 -0.225
H -0.434 -1.173 -0.186
H -2.525 0.744 -1.615
H 1.024 -0.107 0.088
N 3.183 -2.303 1.047
C -0.050 -0.155 -0.039
H 4.053 -2.566 0.486
C -2.335 0.901 -0.566
H -1.610 2.863 0.353
H -1.131 2.466 -1.422
H -3.176 0.919 0.092
N 2.344 -1.571 0.572
C -1.437 2.112 -0.454
*
```

***

# 9
CH5NOP | ωB97M-V with the def2-TZVPD basis set

Results
**ΔE to the lowest compared entry with this formula, charge and spin**: 0.00 kJ/mol
**Calculated total energy**: -511.9542 Eh
**HOMO energy (spin up / spin down)**: -14.6 / -16.4 eV

Geometry as ORCA input:
```
! RIJCOSX wB97M-V def2-TZVPD def2/J DEFGRID3
* xyz 1 3
H 0.340 0.626 -1.795
H -1.463 -0.095 1.550
H 2.084 -0.782 -1.621
O 0.481 -1.232 1.509
H -1.495 0.125 -0.369
N 0.223 -0.547 0.559
C -0.942 0.248 0.627
P 1.521 0.298 -0.936
H -0.748 1.360 0.475
*
```

***

# 10
C8H19N4O2 | ωB97M-V with the def2-TZVPD basis set

Results
**ΔE to the lowest compared entry with this formula, charge and spin**: 524.42 kJ/mol
**Calculated total energy**: -685.2650 Eh
**HOMO energy**: -12.3 eV

Geometry as ORCA input:
```
! RIJCOSX wB97M-V def2-TZVPD def2/J DEFGRID3
* xyz 1 1
H 2.454 -0.242 -1.297
H 0.986 1.550 0.589
O 4.117 0.427 -0.079
C 1.530 2.493 -1.381
H -4.449 -3.053 3.657
H -2.802 -1.448 -0.467
C -0.313 0.785 -0.836
N -0.811 0.740 -2.295
N -2.077 -0.739 -0.738
C -4.255 -1.979 3.562
H 1.575 3.567 -0.861
H 3.790 2.709 -1.051
H -0.996 -0.298 1.134
O -4.216 -2.126 1.163
H -4.702 -1.464 4.417
C 3.410 0.461 -1.368
H -4.420 -3.072 1.258
H 3.245 2.186 -2.852
H 5.959 -0.018 -1.266
C 3.069 2.030 -1.694
C 5.488 -0.089 -0.198
N 0.760 1.591 -0.443
H 4.033 0.050 -2.282
N -1.127 -0.144 0.090
H -4.599 -0.380 2.157
H 0.995 2.682 -2.424
H -5.898 -1.588 2.209
H -2.576 -0.511 -3.136
C -1.960 -0.237 -2.170
H -3.169 -1.847 3.598
C -4.813 -1.448 2.258
H 6.163 0.603 0.501
H 5.610 -1.190 0.245
*
```